P.
C4H13N3 | ωB97M-V with the def2-TZVPD basis set

Output
- HOMO (spin up / spin down) (eV) = -13.838 / -13.662
- <S²> = 0.756
- Kohn-Sham gap (spin up / spin down) (eV) = 10.62 / 5.75
- LUMO level (spin up / spin down) (eV) = -3.21 / -7.92
- spin multiplicity = 2
- charge = +1

Bonds (Å) are listed after each position.
Cartesian coordinates (Å):
1 N 2.05 2.66 -0.20  H9 1.036, C17 1.446, H19 1.069
2 H 0.16 1.02 1.34  N14 1.091
3 H 2.16 1.43 1.37  C17 1.098
4 H -1.08 -1.20 1.16  C8 1.030
5 H 0.81 -1.67 0.69  C10 1.125
6 H 2.71 0.83 -0.23  C17 1.110
7 H 1.08 -0.89 -0.84  C10 1.178
8 C -1.15 -1.26 0.14  H4 1.030, C10 1.678, C11 1.498, N16 1.441
9 H 1.60 3.41 0.35  N1 1.036
10 C 0.45 -0.76 0.15  H5 1.125, H7 1.178, C8 1.678, N14 1.430
11 C -1.88 -0.12 -0.49  C8 1.498, H13 1.172, H15 1.154, H20 1.059
12 H -2.04 -3.10 0.35  N16 0.973
13 H -3.01 -0.22 -0.23  C11 1.172
14 N 0.66 0.63 0.45  H2 1.091, C10 1.430, C17 1.411
15 H -1.84 -0.28 -1.63  C11 1.154
16 N -1.60 -2.55 -0.32  C8 1.441, H12 0.973, H18 1.065
17 C 1.88 1.32 0.32  N1 1.446, H3 1.098, H6 1.110, N14 1.411
18 H -0.80 -2.87 -0.95  N16 1.065
19 H 1.51 2.72 -1.12  N1 1.069
20 H -1.66 0.90 -0.31  C11 1.059

Löwdin population analysis, charges in e, atoms 1 to 8:
1. N 0.03
2. H 0.22
3. H 0.16
4. H 0.10
5. H 0.17
6. H 0.15
7. H 0.17
8. C -0.42

Q.
C4H13N3 | ωB97M-V with the def2-TZVPD basis set

Output
- HOMO (spin up / spin down) (eV) = -13.411 / -12.905
- <S²> = 0.755
- Kohn-Sham gap (spin up / spin down) (eV) = 10.45 / 4.02
- LUMO level (spin up / spin down) (eV) = -2.96 / -8.88
- spin multiplicity = 2
- charge = +1

Bonds (Å) are listed after each position.
Cartesian coordinates (Å):
1 N 0.51 -2.92 -1.31  C2 1.422, H3 1.011, H10 1.014
2 C 1.05 -1.67 -0.88  N1 1.422, H11 1.104, H15 1.105, N17 1.490
3 H -0.43 -3.18 -1.03  N1 1.011
4 H -0.21 -0.57 -1.81  N17 1.026
5 H 0.72 1.99 1.36  C18 1.085
6 C -1.12 1.08 1.38  H9 1.111, N13 1.443, H14 1.100, C18 1.518
7 C 0.60 0.70 -0.44  N17 1.466, C18 1.510, H19 1.091, H20 1.097
8 H 0.93 0.36 1.65  C18 1.100
9 H -1.58 0.16 0.95  C6 1.111
10 H 1.11 -3.64 -0.93  N1 1.014
11 H 1.50 -1.82 0.12  C2 1.104
12 H -2.12 2.02 -0.19  N13 1.020
13 N -2.03 2.06 0.83  C6 1.443, H12 1.020, H16 1.023
14 H -1.30 1.04 2.46  C6 1.100
15 H 1.88 -1.31 -1.51  C2 1.105
16 H -1.73 3.04 0.85  N13 1.023
17 N 0.02 -0.59 -0.81  C2 1.490, H4 1.026, C7 1.466
18 C 0.35 1.04 1.01  H5 1.085, C6 1.518, C7 1.510, H8 1.100
19 H 1.67 0.67 -0.67  C7 1.091
20 H 0.19 1.54 -1.02  C7 1.097

Löwdin population analysis, charges in e, atoms 1 to 8:
1. N 0.10
2. C -0.22
3. H 0.11
4. H 0.16
5. H 0.12
6. C -0.29
7. C -0.18
8. H 0.12

List of relative energies, unit kJ/mol: P 114.7; Q 0.0

P.
C3H6NO2 | ωB97M-V with the def2-TZVPD basis set

Output
- HOMO (eV) = -4.050
- Kohn-Sham gap (eV) = 7.82
- LUMO level (eV) = 3.77
- spin multiplicity = 1
- charge = -1

Bonds (Å) are listed after each position.
Cartesian coordinates (Å):
1 O -3.92 1.33 -0.28  C8 1.246
2 N 1.72 -0.13 -0.67  C5 1.460, C12 1.259
3 H 0.23 1.16 -1.15  C12 1.090
4 H 3.13 -1.47 0.12  C5 1.093
5 C 2.08 -1.19 0.27  N2 1.460, H4 1.093, H10 1.089, H11 1.092
6 H -1.97 1.60 -0.47  C8 1.130
7 O -2.38 0.17 0.91  C8 1.248
8 C -2.77 1.02 0.08  O1 1.246, H6 1.130, O7 1.248
9 H -0.17 0.09 0.27  C12 1.101
10 H 1.48 -2.09 0.11  C5 1.089
11 H 1.99 -0.87 1.31  C5 1.092
12 C 0.58 0.37 -0.49  N2 1.259, H3 1.090, H9 1.101

Löwdin population analysis, charges in e, atoms 1 to 8:
1. O -0.15
2. N -0.11
3. H 0.05
4. H 0.05
5. C -0.17
6. H 0.07
7. O -0.15
8. C -0.71

Q.
C3H6NO2 | ωB97M-V with the def2-TZVPD basis set

Output
- HOMO (eV) = -4.219
- Kohn-Sham gap (eV) = 8.67
- LUMO level (eV) = 4.45
- spin multiplicity = 1
- charge = -1

Bonds (Å) are listed after each position.
Cartesian coordinates (Å):
1 C -1.04 0.47 -0.23  C3 1.564, O10 1.275, O12 1.267
2 H -3.23 0.43 -0.51  C3 1.088
3 C -2.39 1.08 -0.73  C1 1.564, H2 1.088, H6 1.035, H9 1.118
4 C 1.72 -1.04 0.58  H7 1.081, H8 1.088, N11 1.296
5 H 3.48 -1.47 -0.02  N11 1.042
6 H -2.51 2.04 -0.36  C3 1.035
7 H 1.13 -1.86 0.20  C4 1.081
8 H 1.25 -0.06 0.63  C4 1.088
9 H -2.28 1.22 -1.84  C3 1.118
10 O -1.04 -0.70 0.29  C1 1.275
11 N 3.00 -1.06 0.81  C4 1.296, H5 1.042
12 O -0.04 1.21 -0.48  C1 1.267

Löwdin population analysis, charges in e, atoms 1 to 8:
1. C -0.74
2. H 0.05
3. C -0.05
4. C -0.13
5. H 0.02
6. H 0.02
7. H 0.05
8. H 0.03

R.
C3H6NO2 | ωB97M-V with the def2-TZVPD basis set

Output
- HOMO (eV) = -3.571
- Kohn-Sham gap (eV) = 7.85
- LUMO level (eV) = 4.28
- spin multiplicity = 1
- SMILES = CNCC(=O)[O-]
- charge = -1

Bonds (Å) are listed after each position.
Cartesian coordinates (Å):
1 N 0.45 0.48 1.34  C3 1.451, H6 1.034, C7 1.466
2 O 0.60 0.58 -1.41  C12 1.242
3 C 0.02 -0.68 0.59  N1 1.451, H8 1.092, H11 1.093, C12 1.620
4 O -0.24 -1.55 -1.58  C12 1.247
5 H -1.27 0.96 2.40  C7 1.095
6 H 1.03 1.00 0.66  N1 1.034
7 C -0.72 1.35 1.54  N1 1.466, H5 1.095, H9 1.116, H10 1.078
8 H 0.65 -1.56 0.75  C3 1.092
9 H -1.59 1.27 0.84  C7 1.116
10 H -0.38 2.37 1.67  C7 1.078
11 H -0.97 -1.09 0.80  C3 1.093
12 C 0.11 -0.49 -1.02  O2 1.242, C3 1.620, O4 1.247

Löwdin population analysis, charges in e, atoms 1 to 8:
1. N -0.14
2. O -0.08
3. C -0.21
4. O -0.10
5. H 0.05
6. H 0.08
7. C -0.18
8. H 0.08

List of relative energies, unit kJ/mol: P 55.5; Q 139.9; R 0.0

P.
C5H4 | ωB97M-V with the def2-TZVPD basis set

Output
- HOMO (spin up / spin down) (eV) = -6.102 / -9.962
- <S²> = 2.006
- Kohn-Sham gap (spin up / spin down) (eV) = 6.50 / 7.49
- LUMO level (spin up / spin down) (eV) = 0.40 / -2.48
- spin multiplicity = 3

Bonds (Å) are listed after each position.
Cartesian coordinates (Å):
1 C 0.08 -0.06 0.85  C2 1.493, C4 1.486, C5 1.487, C9 1.674
2 C 1.34 0.07 0.06  C1 1.493, H6 1.142, H7 1.008, C9 1.512
3 H -1.52 -1.49 -0.16  C4 0.995
4 C -0.82 -0.78 -0.09  C1 1.486, H3 0.995, C5 1.497, C9 1.475
5 C -0.90 0.71 0.03  C1 1.487, C4 1.497, C9 1.463
6 H 2.10 0.92 -0.04  C2 1.142
7 H 1.93 -0.74 -0.07  C2 1.008
8 H -2.32 1.30 0.23  no bonds
9 C 0.12 0.09 -0.82  C1 1.674, C2 1.512, C4 1.475, C5 1.463

Löwdin population analysis, charges in e, atoms 1 to 8:
1. C -0.12
2. C -0.08
3. H 0.08
4. C -0.11
5. C -0.12
6. H 0.14
7. H 0.06
8. H 0.28

Q.
C5H4 | ωB97M-V with the def2-TZVPD basis set

Output
- HOMO (spin up / spin down) (eV) = -6.344 / -10.077
- <S²> = 2.005
- Kohn-Sham gap (spin up / spin down) (eV) = 7.60 / 7.60
- LUMO level (spin up / spin down) (eV) = 1.26 / -2.48
- spin multiplicity = 3

Bonds (Å) are listed after each position.
Cartesian coordinates (Å):
1 C 0.90 0.68 -0.27  H3 1.272, C4 1.474, C5 1.470, C8 1.505
2 H 1.58 -1.50 0.49  C8 1.060
3 H 1.77 1.58 -0.49  C1 1.272
4 C -0.03 0.27 0.79  C1 1.474, C5 1.705, C6 1.499, C8 1.477
5 C -0.06 -0.29 -0.82  C1 1.470, C4 1.705, C6 1.508, C8 1.482
6 C -1.28 0.00 0.01  C4 1.499, C5 1.508, H7 1.086, H9 1.085
7 H -1.88 -0.86 0.33  C6 1.086
8 C 0.89 -0.73 0.23  C1 1.505, H2 1.060, C4 1.477, C5 1.482
9 H -1.89 0.85 -0.27  C6 1.085

Löwdin population analysis, charges in e, atoms 1 to 8:
1. C -0.12
2. H 0.12
3. H 0.21
4. C -0.12
5. C -0.11
6. C -0.08
7. H 0.10
8. C -0.10

List of relative energies, unit kJ/mol: P 218.8; Q 0.0

P.
C2H8NO | ωB97M-V with the def2-TZVPD basis set

Output
- HOMO (eV) = -14.862
- Kohn-Sham gap (eV) = 10.93
- LUMO level (eV) = -3.94
- spin multiplicity = 1
- SMILES = COC[NH3+]
- charge = +1

Bonds (Å) are listed after each position.
Cartesian coordinates (Å):
1 C 1.93 -0.25 0.12  H4 1.022, H5 1.071, H8 1.063, O9 1.401
2 H -2.54 0.08 0.40  N3 1.058
3 N -1.70 -0.49 0.11  H2 1.058, H7 1.011, H10 0.970, C12 1.518
4 H 1.86 0.58 0.71  C1 1.022
5 H 2.48 -1.02 0.62  C1 1.071
6 H -0.50 1.13 -0.95  C12 1.054
7 H -1.45 -1.29 0.68  N3 1.011
8 H 2.47 0.06 -0.75  C1 1.063
9 O 0.60 -0.53 -0.19  C1 1.401, C12 1.482
10 H -1.83 -0.93 -0.75  N3 0.970
11 H -0.22 1.15 0.78  C12 1.226
12 C -0.53 0.43 -0.16  N3 1.518, H6 1.054, O9 1.482, H11 1.226

Löwdin population analysis, charges in e, atoms 1 to 8:
1. C -0.06
2. H 0.22
3. N 0.25
4. H 0.05
5. H 0.11
6. H 0.13
7. H 0.18
8. H 0.09

Q.
C2H8NO | ωB97M-V with the def2-TZVPD basis set

Output
- HOMO (eV) = -16.426
- Kohn-Sham gap (eV) = 11.20
- LUMO level (eV) = -5.22
- spin multiplicity = 1
- charge = +1

Bonds (Å) are listed after each position.
Cartesian coordinates (Å):
1 H -1.84 0.76 -0.17  C11 1.139
2 N 0.09 0.24 -0.39  C4 1.310, C11 1.466, H12 1.022
3 H 2.15 0.07 -0.60  C4 1.121
4 C 1.20 0.49 -1.03  N2 1.310, H3 1.121, H7 1.087
5 H -0.31 -1.31 2.75  O8 1.017
6 H -1.54 -0.77 -1.12  C11 1.127
7 H 1.13 1.22 -1.82  C4 1.087
8 O 0.32 -0.68 2.27  H5 1.017, H9 0.972
9 H 1.15 -1.06 2.60  O8 0.972
10 H -1.18 0.88 -2.02  C11 1.152
11 C -1.23 0.31 -1.02  H1 1.139, N2 1.466, H6 1.127, H10 1.152
12 H 0.06 -0.15 0.55  N2 1.022

Löwdin population analysis, charges in e, atoms 1 to 8:
1. H 0.13
2. N -0.03
3. H 0.14
4. C 0.19
5. H 0.12
6. H 0.13
7. H 0.12
8. O -0.07

List of relative energies, unit kJ/mol: P 108.0; Q 0.0